The following is a DFT calculation (ωB97M-V/def2-TZVPD) of the molecule C5H11NO2.

## Properties
total energy: -402.36790 Ha
Kohn-Sham gap: 10.818 eV
SMILES string: CC[C@@H](C)NC(=O)O
E_HOMO: -9.9843 eV
relative energy (zero: lowest compared OMol25 entry of this formula, charge and spin): 26.9 kJ/mol

CARTESIAN COORDINATES (ANGSTROEM)
C (0.08, -0.92, -2.02)
C (-0.12, 0.35, -1.15)
C (0.56, 0.32, 0.23)
C (1.33, 1.67, 0.42)
N (-0.33, 0.14, 1.38)
C (-0.98, -1.04, 1.47)
O (-0.63, -2.11, 1.02)
O (-2.10, -0.90, 2.23)
H (0.50, -0.62, -2.99)
H (-0.74, -1.61, -2.16)
H (0.94, -1.46, -1.61)
H (0.07, 1.19, -1.79)
H (-1.19, 0.39, -0.94)
H (1.26, -0.52, 0.28)
H (0.68, 2.32, 1.00)
H (1.56, 2.12, -0.54)
H (2.25, 1.47, 0.97)
H (-0.76, 0.99, 1.69)
H (-2.39, -1.79, 2.51)